13
Properties=species:S:1:pos:R:3 method="wB97M-V/def2-TZVPD" charge=0 relative_energy_ev=5.7259 gap_ev=9.73
C -0.271 1.289 1.180
N 1.075 1.023 0.659
C -0.383 0.947 -0.246
C -0.704 -0.490 -0.492
C 0.152 -1.438 -1.192
O -0.016 -1.529 0.226
H -0.568 0.534 1.907
H -0.427 2.313 1.513
H 1.322 0.040 0.797
H 0.914 1.355 -0.429
H -1.782 -0.645 -0.555
H -0.283 -2.261 -1.757
H 1.142 -1.123 -1.524

9
Properties=species:S:1:pos:R:3 method="wB97M-V/def2-TZVPD" charge=0 relative_energy_ev=2.2241 gap_ev=11.29
B 0.265 -0.362 -0.379
C -0.790 -0.015 0.794
O 0.913 0.573 -1.095
O 0.699 -1.633 -0.398
F -0.697 2.007 0.544
F -2.085 -0.264 0.791
H -0.318 -0.222 1.713
H 0.507 1.400 -1.045
H 1.505 -1.484 -0.925

24
Properties=species:S:1:pos:R:3 method="wB97M-V/def2-TZVPD" charge=0 relative_energy_ev=0.6270 gap_ev=9.16 smiles=Cc1ccc(O)cc1.CC
C -1.368 -1.124 -3.039
C -1.190 -0.210 -1.835
C -1.566 -0.563 -0.555
C -1.457 0.330 0.490
C -0.811 1.543 0.282
O -0.668 2.413 1.325
C -0.292 1.915 -0.957
C -0.473 1.014 -1.992
H -0.682 -1.963 -2.948
H -1.353 -0.425 -3.875
H -2.387 -1.509 -2.999
H -2.070 -1.527 -0.485
H -1.778 0.113 1.497
H -1.046 2.043 2.116
H 0.188 2.877 -1.060
H -0.314 1.257 -3.039
C 1.650 -0.516 1.662
C 2.736 -1.039 2.570
H 1.020 0.228 2.157
H 1.977 -0.150 0.687
H 0.875 -1.233 1.350
H 3.110 -2.051 2.434
H 2.345 -1.099 3.597
H 3.555 -0.323 2.614

23
Properties=species:S:1:pos:R:3 method="wB97M-V/def2-TZVPD" charge=0 relative_energy_ev=0.0000 gap_ev=9.11 smiles=C#CCN1Cc2ccc(Br)cc2C1
C 0.399 -4.369 -0.455
C 0.939 -3.321 -0.751
C 1.575 -2.057 -1.117
N 0.721 -0.925 -0.605
C 0.194 -0.877 0.755
C -0.380 0.478 0.792
C -1.131 1.069 1.818
C -1.564 2.400 1.680
C -1.359 3.118 0.494
Br -2.043 4.915 0.317
C -0.602 2.518 -0.510
C -0.094 1.196 -0.382
C 0.697 0.331 -1.353
H -0.047 -5.317 -0.242
H 2.577 -1.999 -0.592
H 1.667 -1.972 -2.197
H -0.624 -1.609 0.902
H 1.017 -0.948 1.493
H -1.376 0.526 2.699
H -2.071 2.827 2.531
H -0.410 3.045 -1.445
H 0.185 0.263 -2.336
H 1.730 0.705 -1.496

HOMO level per entry: -8.63; -11.98; -8.33; -8.30 eV